# C34H37F2GeMnNP2

A molecular structure, C34H37F2GeMnNP2 (the ωB97M-V functional and the def2-TZVPD basis, the Open Molecules 2025 dataset).

```
78
Properties=species:S:1:pos:R:3:forces:R:3:mulliken_spin:R:1
Mn -1.124751 0.473177 0.966093 0.0277 -0.3933 0.7762 4.3532
F 2.554445 4.483509 1.507110 -0.1106 -0.0513 0.0016 -0.0004
C 1.311008 4.022874 1.328298 0.0960 0.0575 0.0178 -0.0010
C 1.012690 2.727609 1.716940 0.1166 0.0160 0.0359 0.0357
C -0.261881 2.234364 1.525825 -0.1827 0.0935 -0.3620 -0.0480
C -1.257506 3.090224 0.983454 -0.3030 -0.0020 0.1272 -0.1070
C -0.884715 4.366067 0.562748 0.0098 0.0496 0.0150 0.0222
F -1.783853 5.184294 -0.019866 0.0724 -0.0142 0.0375 0.0003
C 0.390715 4.856861 0.721963 0.0215 -0.0717 -0.0067 0.0176
C -2.677031 2.631657 1.025224 0.0637 0.1489 0.1274 -0.0675
C -3.792271 3.338167 0.566171 0.0684 0.0113 0.0195 -0.0085
C -5.059139 2.880519 0.873175 -0.0483 0.0018 -0.0179 0.0053
C -5.222532 1.723231 1.625233 -0.0328 0.0650 -0.0149 0.0034
C -4.089388 1.022431 1.962639 0.1739 -0.0707 0.0151 0.0168
N -2.856480 1.443172 1.654294 -0.2638 0.1755 -0.1924 0.0609
H 1.813235 2.125706 2.127844 -0.0090 0.0045 -0.0943 0.0035
H 0.654113 5.850305 0.390099 0.0005 0.0086 0.0156 0.0010
H -3.662950 4.242431 -0.000587 -0.0248 0.0488 0.0141 0.0003
H -5.923551 3.438047 0.536812 0.0046 0.0083 0.0112 0.0002
H -6.197107 1.367891 1.926510 -0.0055 0.0066 -0.0126 -0.0001
H -4.146395 0.091919 2.512666 0.0021 -0.0330 -0.0264 -0.0084
C -2.955695 -0.506543 -1.769088 0.0046 -0.0499 -0.0235 -0.0090
P -2.378923 -1.271836 -0.217473 -0.2041 -0.2766 -0.2703 -0.0753
C -3.940000 -1.921747 0.471408 -0.0258 0.0831 0.0136 -0.0238
C -1.533707 -2.781674 -0.778169 -0.0576 -0.0230 0.0758 -0.0013
C -1.282842 -3.817261 0.320274 -0.0681 -0.0153 0.0018 -0.0014
P -0.297717 -3.240813 1.780451 0.0110 0.0758 0.0587 0.0152
C -1.635587 -2.846074 2.994145 0.0066 0.0422 0.0421 0.0439
C 0.213808 -4.874853 2.431364 -0.0030 -0.0398 -0.0229 -0.0023
H -3.654986 -1.182603 -2.263704 0.0040 0.0306 -0.0367 -0.0006
H -2.115751 -0.314666 -2.436379 0.0193 -0.0060 0.0027 -0.0007
H -3.460041 0.438877 -1.562212 -0.0105 -0.0028 0.0114 0.0017
H -4.241380 -2.781310 -0.129238 -0.0486 0.0043 0.0060 0.0012
H -4.717801 -1.161846 0.412966 0.0015 0.0056 -0.0179 -0.0016
H -3.833326 -2.232679 1.508167 0.0135 -0.0243 -0.0241 0.0018
H -0.594309 -2.471194 -1.233847 -0.0285 -0.0858 0.0071 0.0170
H -2.158063 -3.225418 -1.559650 0.0059 0.0429 -0.0456 0.0000
H -0.724617 -4.641198 -0.129804 0.0308 -0.0014 0.0322 -0.0012
H -2.229076 -4.235622 0.677590 0.0208 -0.0608 -0.0462 0.0014
H -2.521390 -3.475595 2.878259 0.0552 -0.0379 0.0200 0.0012
H -1.936151 -1.794674 2.938537 -0.0081 -0.0359 -0.0331 -0.0099
H -1.239683 -3.002951 3.998869 0.0187 0.0362 -0.0082 0.0037
H 0.639153 -4.746341 3.426416 0.0124 -0.0019 0.0072 -0.0001
H 0.988836 -5.290679 1.786679 -0.0128 -0.0065 -0.0007 0.0004
H -0.617353 -5.581206 2.491070 -0.0007 0.0211 -0.0002 0.0002
C 2.125100 -0.441628 2.047586 0.1084 0.0099 0.0741 -0.0029
Ge 1.146719 -0.446785 0.350910 0.6692 0.5492 -0.4312 -0.0115
C 1.923541 -1.815881 -0.808901 -0.3037 -0.4269 0.1133 -0.0022
C 1.525834 -1.941933 -2.141871 0.2418 0.0336 -0.0424 -0.0146
C 2.134255 -2.862360 -2.983624 -0.0061 0.0393 0.0383 0.0045
C 3.167838 -3.659040 -2.507493 -0.0050 0.0034 0.0259 -0.0101
C 3.584979 -3.532741 -1.190802 0.0002 0.0192 0.0010 0.0029
C 2.956638 -2.626960 -0.343225 -0.0811 -0.0903 -0.0616 -0.0378
C 1.424219 1.075909 -0.901389 0.1818 0.2611 -0.0796 -0.0824
C 0.328821 1.553081 -1.569085 0.0212 0.0967 -0.1828 -0.0405
C 0.398446 2.601694 -2.522388 -0.0448 -0.1296 0.1273 0.0131
C 1.599186 3.179277 -2.789427 0.1312 -0.0011 0.0252 0.0023
C 2.778511 2.725008 -2.137936 -0.0596 0.1195 -0.0873 0.0010
C 4.033038 3.327084 -2.408611 -0.0634 -0.0418 0.0139 -0.0019
C 5.166989 2.883453 -1.795048 0.0318 -0.0618 0.0462 0.0012
C 5.101301 1.802763 -0.888527 0.0209 0.0593 -0.0517 -0.0014
C 3.904305 1.209194 -0.609443 -0.0972 0.0142 -0.0425 -0.0109
C 2.699517 1.659086 -1.210042 -0.0595 -0.1243 0.1313 0.0120
H 3.110061 0.015840 1.964629 -0.0237 0.0024 0.0201 -0.0097
H 2.243400 -1.478473 2.353901 0.0012 -0.0166 0.0717 -0.0030
H 1.559702 0.080602 2.817866 0.0042 -0.0358 0.0233 0.0002
H 0.761921 -1.285996 -2.547432 -0.0167 0.0175 0.0045 0.0009
H 1.814046 -2.948484 -4.014067 0.0053 0.0098 -0.0063 0.0000
H 3.652636 -4.369039 -3.164458 0.0019 0.0029 -0.0029 -0.0005
H 4.404273 -4.136515 -0.822146 -0.0112 -0.0161 0.0070 -0.0001
H 3.288015 -2.555551 0.685754 0.0065 0.0067 0.0130 -0.0006
H -0.655986 1.118916 -1.387378 -0.0573 0.0026 -0.0049 -0.0445
H -0.498418 2.941534 -3.024944 -0.0207 -0.0173 0.0068 0.0002
H 1.676154 3.987282 -3.507052 0.0111 0.0052 0.0117 0.0002
H 4.075666 4.146541 -3.115785 -0.0116 -0.0005 -0.0035 -0.0002
H 6.119908 3.348677 -2.009398 0.0017 0.0005 0.0129 0.0003
H 6.006632 1.443163 -0.417339 0.0033 -0.0048 -0.0087 0.0001
H 3.872709 0.367714 0.067878 0.0066 -0.0195 0.0018 -0.0038
```
Forces are in eV/Å.

Its charge is +1. As for the spin multiplicity: 5. For the electronic energy, the calculation gives -5482.691208 Eh. For the LUMO energy (spin up / spin down), the calculation gives -0.131 / -0.126 Eh. For the largest force on an atom, the calculation gives 0.97 eV/A.